[1]
Below is a structure of composition C19H23BrIrN6O6, with properties calculated with ωB97M-V with the def2-TZVPD basis set.

## Properties
Net charge ... +2
LUMO energy (alpha / beta) ... -5.802 / -8.214 eV
Kohn-Sham gap (alpha / beta) ... 7.833 / 5.418 eV
Spin multiplicity ... 2
ΔE to the lowest compared entry with this formula, charge and spin ... 0.0 kcal per mole
⟨S²⟩ ... 0.756

```
56
C19H23BrIrN6O6 (ωB97M-V with the def2-TZVPD basis set)
Ir 0.561 1.037 0.551
O 0.841 2.631 1.723
N 0.073 3.650 1.553
N -0.915 3.411 0.817
O -1.106 2.174 0.344
C -1.912 4.419 0.540
C -1.565 5.751 0.706
C -2.531 6.709 0.451
C -3.802 6.331 0.036
C -4.117 4.990 -0.131
C -3.167 4.013 0.119
H -0.570 6.031 1.021
H -2.286 7.755 0.570
H -4.548 7.088 -0.164
H -5.107 4.702 -0.457
H -3.397 2.967 -0.011
N -0.983 -0.218 1.286
C -0.766 -1.637 0.898
C -2.066 -2.372 0.545
C -1.889 -3.883 0.717
C -2.887 -4.713 -0.085
N -2.723 -4.566 -1.537
C -1.757 -5.125 -2.265
N -0.808 -5.856 -1.691
N -1.755 -4.971 -3.588
C 0.179 -1.681 -0.316
O 0.350 -2.705 -0.930
O 0.723 -0.535 -0.649
H -1.027 -0.102 2.296
H -1.857 0.143 0.909
H -0.264 -2.140 1.727
H -2.312 -2.141 -0.495
H -2.893 -2.019 1.167
H -1.984 -4.152 1.771
H -0.874 -4.133 0.410
H -3.909 -4.409 0.136
H -2.816 -5.771 0.178
H -3.447 -4.083 -2.043
H -0.713 -5.895 -0.692
H -0.048 -6.228 -2.235
H -2.506 -4.503 -4.064
H -1.034 -5.379 -4.159
Br 4.659 -1.202 2.259
C 5.276 0.173 1.132
C 6.647 0.308 0.997
C 7.173 1.296 0.178
C 6.342 2.159 -0.526
C 4.976 2.023 -0.408
C 4.425 1.037 0.425
C 2.986 0.993 0.484
O 2.271 0.348 1.340
O 2.241 1.650 -0.354
H 7.301 -0.363 1.535
H 8.247 1.387 0.089
H 6.759 2.929 -1.159
H 4.310 2.680 -0.950
```

[2]
Below is a cluster of 2 separate species, C19H23ClN2O6 in total, with properties calculated with ωB97M-V with the def2-TZVPD basis set.

## Properties
Net charge ... 0
LUMO energy ... -1.047 eV
SMILES ... CC(=O)N(C)CCCCc1c(Cl)ccc2c1C(=O)NC2=O.C[C@@H]1COC(=O)O1
Kohn-Sham gap ... 8.355 eV

```
51
C19H23ClN2O6 (ωB97M-V with the def2-TZVPD basis set)
C -3.823 -1.180 -0.854
C -3.511 -1.321 -2.433
O -4.300 -0.882 -3.317
N -2.263 -1.986 -2.950
C -2.210 -3.330 -2.277
C -1.110 -1.186 -2.370
C 0.274 -1.793 -2.909
C 1.376 -0.624 -2.974
C 1.621 0.139 -1.584
C 1.546 -0.783 -0.288
C 0.536 -0.533 0.893
Cl -0.681 0.813 0.870
C 0.561 -1.466 2.158
C 1.562 -2.651 2.324
C 2.539 -2.905 1.158
C 2.508 -1.978 -0.092
C 3.684 -2.549 -0.998
O 3.921 -2.480 -2.222
N 4.548 -3.315 -0.077
C 3.682 -3.989 0.930
O 3.877 -5.104 1.455
H -2.933 -1.594 -0.246
H -4.708 -1.885 -0.638
H -4.075 -0.116 -0.539
H -3.278 -3.673 -2.016
H -1.679 -4.046 -2.994
H -1.611 -3.320 -1.291
H -1.226 -0.102 -2.750
H -1.083 -1.200 -1.228
H 0.623 -2.740 -2.377
H 0.080 -2.102 -4.008
H 0.954 0.165 -3.709
H 2.366 -0.970 -3.458
H 2.591 0.765 -1.556
H 0.766 0.912 -1.481
H -0.149 -1.299 3.050
H 1.597 -3.307 3.254
H 4.827 -4.149 -0.640
C -1.983 6.106 2.786
C -0.731 5.473 3.354
C 0.435 5.481 2.410
O 1.186 4.354 2.849
C 0.296 3.488 3.410
O 0.547 2.358 3.712
O -0.923 4.078 3.578
H -2.834 5.928 3.448
H -1.856 7.183 2.657
H -2.242 5.666 1.819
H -0.478 5.937 4.314
H 1.029 6.394 2.483
H 0.152 5.321 1.365
```

[3]
Below is a structure of composition C19H23CuN2O4S2, with properties calculated with ωB97M-V with the def2-TZVPD basis set.

## Properties
Net charge ... 0
LUMO energy ... 0.569 eV
Kohn-Sham gap ... 7.804 eV
ΔE to the lowest compared entry with this formula, charge and spin ... 4.8 kcal per mole

```
51
C19H23CuN2O4S2 (ωB97M-V with the def2-TZVPD basis set)
Cu -1.057 3.007 0.234
S 0.336 2.820 4.390
C -1.349 3.101 4.491
C -1.919 3.197 3.255
C -1.012 3.024 2.157
C 0.254 2.817 2.653
C 1.447 2.585 1.828
C 2.705 2.304 2.366
C 3.772 2.092 1.517
C 3.574 2.172 0.145
C 2.297 2.456 -0.303
N 1.259 2.649 0.501
H -1.821 3.208 5.456
H -2.977 3.391 3.130
H 2.835 2.251 3.439
H 4.752 1.869 1.919
H 4.384 2.022 -0.555
H 2.092 2.543 -1.366
O -1.329 3.078 -1.726
H -2.266 3.157 -1.929
H -1.015 2.256 -2.191
C -1.690 -5.605 -2.420
C -1.152 -4.201 -2.361
C -1.744 -3.174 -3.087
C -1.241 -1.880 -3.041
C -0.133 -1.620 -2.257
C 0.468 -2.620 -1.504
C -0.042 -3.904 -1.570
S 0.516 0.042 -2.194
C 1.841 -0.206 -3.381
O -0.479 0.902 -2.934
H -2.639 -5.642 -2.953
H -1.847 -6.006 -1.418
H -0.991 -6.269 -2.932
H -2.615 -3.386 -3.696
H -1.703 -1.072 -3.593
H 1.298 -2.384 -0.850
H 0.419 -4.690 -0.982
H 1.407 -0.536 -4.323
H 2.531 -0.951 -2.986
H 2.349 0.749 -3.504
N -2.008 -0.175 2.843
C -0.585 -0.495 2.784
C -0.082 -0.506 1.346
O 1.038 -0.827 1.039
O -1.000 -0.143 0.451
H -2.558 -0.925 3.235
H -1.804 0.061 0.990
H -2.182 0.680 3.355
H -0.347 -1.466 3.221
H 0.011 0.250 3.312
```

[4]
Below is a cluster of 2 separate species, C19H23F12O7P2 in total, with properties calculated with ωB97M-V with the def2-TZVPD basis set.

## Properties
Net charge ... -1
LUMO energy ... 2.171 eV
Kohn-Sham gap ... 7.840 eV

```
63
C19H23F12O7P2 (ωB97M-V with the def2-TZVPD basis set)
O 2.090 5.069 4.030
P 0.744 4.995 3.184
C 0.600 3.142 2.614
C 1.201 1.982 3.658
O 0.690 0.703 3.063
P -0.521 0.954 1.788
C -1.746 0.479 3.177
C -2.194 -1.100 3.196
F -3.063 -1.493 2.045
C -1.896 0.999 0.414
C -1.812 2.321 -0.551
O -0.618 2.324 -1.460
C -3.120 2.268 -1.592
F -4.336 1.693 -0.973
F -3.414 3.676 -1.961
F -2.731 1.573 -2.869
O -0.230 -0.639 1.150
C 1.176 -1.049 1.272
O 1.419 -2.174 1.986
C 2.476 -0.319 0.589
C 2.644 0.110 -0.984
C 4.018 0.894 -1.520
C 5.229 1.242 -0.421
C 5.109 0.820 1.193
C 3.730 0.052 1.632
O -0.744 2.658 2.238
H -0.426 5.468 3.879
H 1.022 5.736 1.947
H 1.460 3.124 1.786
H 2.383 1.987 3.799
H 0.771 2.082 4.758
H 0.378 1.505 0.808
H -1.270 0.712 4.246
H -2.717 1.172 3.131
H -2.876 -1.234 4.167
H -1.292 -1.858 3.342
H -1.715 0.056 -0.274
H -2.910 0.858 0.982
H -1.913 3.351 0.010
H -0.386 1.361 -1.706
H 1.746 -0.124 -1.734
H 4.124 1.229 -2.649
H 6.214 1.817 -0.725
H 5.963 1.094 1.981
H 3.601 -0.233 2.784
C -1.130 -3.417 -1.581
C -0.085 -2.388 -2.048
C -0.589 -1.351 -3.047
F -1.113 -1.904 -4.163
F 0.432 -0.555 -3.460
F 1.005 -3.052 -2.516
F 0.347 -1.720 -0.930
O -1.164 -4.664 -2.286
C -1.864 -4.642 -3.525
C -0.941 -4.773 -4.748
F 0.069 -3.869 -4.727
F -1.630 -4.561 -5.904
F -2.647 -3.537 -3.567
F -2.722 -5.700 -3.493
H -0.853 -3.696 -0.557
H -2.130 -2.978 -1.483
H -1.347 -0.706 -2.595
H -0.494 -5.772 -4.797
```

[5]
Below is a structure of composition C19H23F6N3O5PdS2, with properties calculated with ωB97M-V with the def2-TZVPD basis set.

## Properties
Net charge ... -2
LUMO energy ... 4.745 eV
Kohn-Sham gap ... 4.297 eV
ΔE to the lowest compared entry with this formula, charge and spin ... 21.4 kcal per mole

```
59
C19H23F6N3O5PdS2 (ωB97M-V with the def2-TZVPD basis set)
Pd -0.443 0.245 -0.771
C 3.594 -0.030 -0.490
N 2.512 0.640 -1.171
C 2.608 0.498 -2.604
C 2.475 2.040 -0.786
C 1.252 2.850 -1.208
C 1.468 4.229 -1.312
C 0.420 5.105 -1.564
C -0.859 4.574 -1.715
C -1.052 3.198 -1.633
C -0.021 2.268 -1.389
H 4.572 0.466 -0.658
H 3.677 -1.060 -0.848
H 3.392 -0.049 0.583
H 3.516 0.990 -3.009
H 1.721 0.940 -3.058
H 2.637 -0.562 -2.870
H 3.383 2.544 -1.179
H 2.547 2.072 0.305
H 2.474 4.626 -1.178
H 0.595 6.173 -1.632
H -1.703 5.238 -1.885
H -2.066 2.824 -1.749
O -3.333 0.051 -1.057
C -3.532 -0.857 -0.012
C -3.876 -2.242 -0.561
C -2.909 -2.676 -1.673
C -1.523 -3.025 -1.197
C -1.181 -4.357 -0.945
C 0.099 -4.683 -0.547
C 1.025 -3.661 -0.417
C 0.621 -2.366 -0.685
N -0.633 -2.034 -1.057
H -2.315 0.292 -1.066
H -4.352 -0.513 0.633
H -2.644 -0.935 0.621
H -4.891 -2.223 -0.974
H -3.859 -2.969 0.262
H -2.826 -1.845 -2.375
H -3.326 -3.545 -2.191
H -1.933 -5.128 -1.069
H 0.375 -5.713 -0.353
H 2.042 -3.856 -0.102
H 1.304 -1.526 -0.593
F -0.047 2.840 4.023
C 0.188 2.654 2.717
F -0.399 3.652 2.062
F 1.504 2.740 2.520
S -0.494 1.003 2.114
O 0.673 0.304 1.631
O -1.603 1.417 1.316
N -1.047 0.331 3.471
S -0.003 -0.483 4.345
O -0.647 -0.986 5.530
O 1.286 0.136 4.513
C 0.331 -2.081 3.391
F 1.586 -2.161 2.950
F -0.507 -2.248 2.370
F 0.145 -3.128 4.224
```

Which of these has the lowest net charge? C19H23F6N3O5PdS2

Which of these has the lowest net charge? C19H23F6N3O5PdS2

Which of these has the highest net charge? C19H23BrIrN6O6

Among the records above, which one has the highest net charge? C19H23BrIrN6O6